The following is a DFT calculation (the ωB97M-V functional and the def2-TZVPD basis) of a structure of composition C11H13BF9N5O10P2 in a non-equilibrium geometry.

```
51
Properties=species:S:1:pos:R:3:forces:R:3
N 1.70910 -1.38608 3.76195 0.5 0.5 -0.2
P 2.13267 0.04373 3.28762 -0.8 -0.4 0.4
N 2.57758 0.06439 1.58099 0.6 -0.6 0.2
C 1.97255 -0.99323 0.87361 0.1 -0.1 -0.1
N 2.41095 -2.31421 0.87244 0.1 -0.1 0.0
N 0.94324 -0.75927 0.15608 -0.7 0.5 -0.4
C 0.23243 0.52223 0.02080 0.2 0.0 0.5
C -0.73220 0.75963 1.18953 0.4 0.3 -0.6
C -2.19289 0.63356 0.81372 0.1 -0.2 0.5
F -2.40898 1.19194 -0.38556 -0.1 0.1 -0.2
F -2.91780 1.31277 1.73013 -0.1 0.0 0.1
C -2.76583 -0.81107 0.76129 -0.7 0.3 0.1
F -2.46747 -1.36450 -0.42386 0.3 -0.1 -0.1
F -4.10702 -0.72930 0.88290 0.0 0.0 -0.1
C -2.28804 -1.74843 1.88059 -0.1 -0.2 0.2
F -1.01247 -2.12675 1.60923 0.0 0.0 0.0
F -2.28475 -1.09106 3.05527 0.1 -0.1 -0.2
C -3.15859 -3.05037 2.04332 0.2 -0.5 0.4
F -2.32495 -4.07341 2.33523 -0.6 0.5 -0.1
F -3.81459 -3.35076 0.92167 0.2 0.1 0.6
F -4.01268 -2.89979 3.06828 0.3 -0.1 -0.9
P 4.32536 0.11245 1.47056 0.8 1.3 0.2
N 4.84875 1.50890 1.80477 -0.2 -0.6 0.3
O 4.86056 -1.04646 2.42111 -0.2 -0.1 -0.2
O 4.59680 -0.40975 -0.00472 -0.9 -0.4 0.1
H 2.31642 -1.68017 4.51825 -0.1 -0.4 0.1
H 3.22039 0.64020 3.92591 0.1 0.3 -0.3
H 1.07565 0.95132 3.32687 0.2 0.2 -0.2
H 2.17193 -2.75507 1.75911 0.0 0.0 0.1
H 3.39251 -2.40119 0.64452 0.1 -0.1 0.0
H 0.56541 -1.55002 -0.34789 0.0 -0.3 0.0
H -0.26159 0.56583 -0.93513 -0.1 -0.3 -0.3
H 0.97994 1.29644 -0.00290 0.2 0.3 0.0
H -0.59869 1.78186 1.51540 -0.1 0.4 0.0
H -0.46510 0.13647 2.02584 -0.2 -0.3 0.3
H 5.49516 1.44842 2.58384 0.2 0.5 0.0
H 4.24106 -1.78122 2.50975 0.1 -0.3 0.2
H 4.01140 0.04785 -0.62489 0.4 0.2 -0.5
B -1.56741 1.95773 -4.37123 -0.3 0.0 -0.3
O -1.02891 2.01997 -5.73567 -0.2 -0.2 0.3
C -1.57582 1.04499 -6.46164 0.3 0.3 -0.2
O -1.34957 0.81728 -7.60958 0.0 -0.1 -0.1
C -2.53445 0.26382 -5.55641 -0.3 -0.2 0.3
O -3.18938 -0.68244 -5.86902 0.0 -0.1 -0.1
O -2.50167 0.82192 -4.34623 0.2 0.2 -0.1
O -0.47894 1.76311 -3.37018 -0.1 0.1 0.0
C -0.49989 2.76428 -2.51941 0.4 -0.3 0.0
O 0.24409 2.87349 -1.57917 0.1 0.2 0.3
C -1.63245 3.71823 -2.90574 -0.5 0.3 -0.3
O -1.92363 4.71917 -2.32317 0.1 0.1 0.1
O -2.22825 3.22260 -3.97820 0.4 -0.2 0.2
```
Forces are in eV/Å.

E_LUMO = -2.477 eV
HOMO-LUMO gap = 6.628 eV



The following is a DFT calculation (the ωB97M-V functional and the def2-TZVPD basis) of a structure of composition C25H22IN2O3PRu in a non-equilibrium geometry.

```
55
Properties=species:S:1:pos:R:3:forces:R:3
Ru 0.24225 -0.66413 -1.75759 0.7 0.9 -0.1
I -1.81684 0.92225 -2.19223 0.4 -0.1 -0.1
C -2.92438 0.08806 -0.62239 0.0 0.0 0.2
C -4.14169 -0.37366 -1.03161 -0.2 -0.1 0.1
C -5.09567 -0.74541 -0.06193 0.0 0.0 -0.2
C -4.80559 -0.56476 1.25292 0.1 0.0 0.2
C -3.53708 -0.08771 1.67823 -0.1 0.0 0.0
C -3.30070 0.13698 3.05513 -0.1 0.0 0.0
C -2.09873 0.59677 3.50075 0.1 0.0 0.0
C -1.04251 0.73933 2.58561 -0.1 -0.1 0.1
C -1.21150 0.51926 1.23669 -0.1 0.0 -0.2
P 0.35451 0.36991 0.33228 -0.1 -0.5 0.0
C 1.42354 -0.64022 1.36693 0.1 0.1 0.1
C 2.48853 -0.11849 2.10124 0.0 0.1 0.0
C 3.24444 -0.95709 2.90721 0.0 0.0 0.0
C 2.94190 -2.30924 2.98173 0.0 0.0 0.0
C 1.87487 -2.82978 2.25997 0.0 0.0 0.0
C 1.11416 -2.00037 1.45342 0.0 -0.1 0.0
C 1.06313 1.99426 0.06978 0.0 0.1 -0.1
C 0.27129 3.13655 0.18944 0.1 0.0 0.0
C 0.81761 4.38396 -0.07429 0.0 0.0 0.0
C 2.14565 4.49422 -0.46374 0.0 0.0 0.0
C 2.93860 3.36008 -0.59128 0.0 0.0 0.0
C 2.39932 2.11052 -0.33146 0.0 0.0 0.0
C -2.50918 0.18445 0.73507 0.0 0.1 -0.1
H -4.39608 -0.43300 -2.08160 0.0 0.0 0.0
H -6.05631 -1.12524 -0.37963 0.0 0.0 0.0
H -5.54733 -0.78488 2.01081 0.0 0.0 0.0
H -4.10655 -0.05856 3.75219 0.0 0.0 0.0
H -1.93197 0.79241 4.55085 0.0 0.0 0.0
H -0.05943 0.98060 2.97304 0.0 0.0 0.0
H 2.72264 0.93798 2.06535 0.0 0.0 0.0
H 4.06588 -0.55224 3.48328 0.0 0.0 0.0
H 3.53625 -2.95970 3.60986 0.0 0.0 0.0
H 1.63492 -3.88258 2.32617 0.0 0.0 0.0
H 0.27890 -2.41752 0.90508 0.0 0.0 0.0
H -0.76142 3.05584 0.50627 0.0 0.0 0.0
H 0.20898 5.27189 0.03393 0.0 0.0 0.0
H 2.56890 5.47057 -0.65997 0.0 0.0 0.0
H 3.97849 3.45476 -0.87600 0.0 0.0 0.0
H 3.03164 1.23149 -0.39519 0.0 0.0 0.0
N -0.05966 -1.68450 -3.73235 0.1 -0.1 -0.1
N -1.25107 -2.40565 -3.50169 0.0 0.1 0.0
C -1.44129 -2.85049 -2.20368 0.2 0.2 0.4
O -2.27554 -3.62188 -1.86262 0.0 -0.1 -0.1
O -0.58727 -2.25616 -1.31074 -0.9 -0.8 0.2
H -0.21144 -1.04132 -4.50161 -0.1 0.0 0.0
H 0.69042 -2.32123 -4.00025 0.0 0.0 -0.1
H -1.59781 -3.00200 -4.24016 0.0 -0.1 0.0
C 2.88906 0.09598 -3.15795 0.2 -0.2 0.3
C 2.17746 -0.78055 -2.18229 -0.3 0.9 -0.7
O 2.42453 -1.72337 -1.52373 -0.2 -0.4 0.2
H 3.78817 0.49500 -2.68572 0.0 0.0 0.0
H 2.25910 0.90831 -3.50704 0.0 0.0 0.0
H 3.19188 -0.53968 -3.99449 0.0 0.0 0.0
```
Forces are in eV/Å.

E_LUMO = -7.975 eV
charge = +2
HOMO-LUMO gap = 6.343 eV



The following is a DFT calculation (the ωB97M-V functional and the def2-TZVPD basis) of a structure of composition C42H36FN4O8PtSb in a non-equilibrium geometry.

```
93
Properties=species:S:1:pos:R:3:forces:R:3
Pt 0.06886 -0.06102 0.26850 -3.1 0.4 3.3
O -2.07913 4.35747 3.91100 0.0 0.1 0.0
C -1.54102 3.41090 3.14598 0.1 -0.1 -0.1
C -0.53436 2.54196 3.58446 -0.2 0.2 0.1
C -0.07754 1.58137 2.71995 0.1 -0.1 0.1
N -0.55754 1.46367 1.48785 0.8 -0.3 -0.4
C -1.50593 2.28835 1.05050 -0.1 0.0 -0.4
C -2.02913 3.27651 1.84040 0.0 0.1 0.3
C -1.96180 1.99288 -0.35590 0.0 0.5 0.8
O -2.82579 2.66372 -0.85174 0.0 -0.2 -0.4
O -1.32521 0.99012 -0.89002 0.7 -1.5 -1.0
C 0.93989 0.54028 3.07292 -0.3 0.5 0.2
O 1.40156 0.48955 4.18227 0.3 -0.2 -0.1
O 1.20082 -0.27359 2.08573 0.7 -1.1 -1.3
H -1.69330 4.38016 4.79620 0.0 0.0 0.0
H -0.11296 2.59409 4.58062 0.0 -0.1 0.0
H -2.80774 3.92339 1.46026 0.0 0.0 -0.1
F 5.95390 2.09774 -2.35326 0.1 0.0 0.0
C 5.17101 1.18200 -2.96298 -0.1 -0.1 0.1
C 4.09434 0.71702 -2.27599 0.0 0.0 0.0
C 3.22495 -0.22498 -2.83344 0.1 0.0 0.1
C 2.09801 -0.68772 -2.03138 0.2 0.0 -0.1
O 1.98496 -0.29742 -0.84344 0.5 0.6 -0.3
C 1.22900 -1.58816 -2.68843 -0.3 0.1 0.4
C 1.52649 -1.99812 -3.95432 -0.1 -0.1 0.0
N 2.59365 -1.62234 -4.68276 0.0 0.1 0.0
C 2.71240 -2.27813 -5.98228 0.1 -0.1 -0.2
C 3.17432 -1.64254 -7.25782 -0.1 0.1 -0.1
C 3.99490 -2.72928 -6.61016 0.1 -0.1 0.1
C 3.47484 -0.69240 -4.13218 0.0 0.1 0.2
C 4.59396 -0.19237 -4.81350 0.0 -0.1 -0.2
C 5.47556 0.72539 -4.26133 0.0 0.0 0.0
N 6.57423 1.19360 -4.99407 0.1 0.2 -0.1
C 7.20694 0.39905 -6.03043 0.0 0.1 0.2
C 7.38503 1.26208 -7.27324 -0.1 -0.4 0.0
N 7.94748 2.61408 -6.87464 0.0 0.0 0.0
C 8.53434 2.59051 -5.49540 0.0 0.0 0.3
C 7.44208 2.26089 -4.48322 -0.1 -0.1 0.0
C -0.00475 -2.19352 -2.05491 0.5 0.0 -0.5
O -0.61279 -3.03326 -2.68287 -0.2 0.0 0.2
O -0.33646 -1.81773 -0.85304 0.2 0.2 0.3
H 3.90339 1.07172 -1.27206 0.0 0.0 0.0
H 0.84463 -2.70939 -4.40237 0.1 0.0 -0.1
H 1.88795 -2.96236 -6.10462 0.0 0.0 0.1
H 3.50260 -0.61397 -7.25903 0.1 0.0 0.1
H 2.62180 -1.90257 -8.14978 -0.1 0.0 0.0
H 4.93501 -2.49972 -6.13043 0.0 0.1 0.0
H 3.98921 -3.70545 -7.07390 0.0 0.0 0.0
H 4.76921 -0.51995 -5.81877 0.0 0.0 0.0
H 6.60797 -0.46319 -6.30016 0.0 0.0 0.0
H 8.17056 0.01134 -5.68387 0.0 -0.1 -0.1
H 6.42585 1.43181 -7.75576 0.0 0.1 0.0
H 8.05978 0.78323 -7.98029 0.1 0.2 0.0
H 7.19834 3.30770 -6.88626 0.0 0.0 -0.1
H 8.64599 2.92016 -7.55234 0.0 0.0 0.0
H 8.95566 3.56704 -5.26740 0.0 0.0 -0.1
H 9.34251 1.86421 -5.48556 0.0 0.0 -0.1
H 6.83737 3.14994 -4.30106 0.1 0.0 0.1
H 7.93753 1.99882 -3.54609 0.0 0.0 0.0
C 1.50358 -2.78934 5.94332 0.0 0.0 0.0
C 2.05567 -3.08453 4.70191 0.0 0.0 0.0
C 1.31581 -2.87791 3.55130 0.0 0.0 0.0
C 0.01335 -2.39323 3.65845 0.2 0.2 -0.4
C -0.53516 -2.06600 4.89194 -0.1 0.0 -0.1
C 0.21550 -2.28474 6.03844 0.0 0.0 0.0
Sb -1.09372 -2.04092 1.89433 -0.3 0.3 0.2
C -1.46917 -3.95982 1.11445 0.2 0.4 -0.4
C -2.43694 -4.09065 0.12293 0.0 0.0 0.0
C -2.76104 -5.35944 -0.32597 0.0 0.0 0.0
C -2.10642 -6.46925 0.19549 0.0 0.0 0.0
C -1.12978 -6.32171 1.17198 0.0 0.0 0.0
C -0.79261 -5.05797 1.63376 0.0 0.1 0.1
C -2.99432 -1.48462 2.65282 0.3 0.3 -0.4
C -3.65232 -2.42949 3.43352 0.0 0.0 0.0
C -4.88787 -2.10837 3.97610 0.0 0.0 0.0
C -5.45731 -0.86469 3.73054 0.0 0.0 0.0
C -4.79655 0.06671 2.94173 0.0 0.0 0.0
C -3.55728 -0.24146 2.39802 0.0 0.0 0.0
H 2.08909 -2.93885 6.84058 0.0 0.0 0.0
H 3.06778 -3.45941 4.63124 0.0 0.0 0.0
H 1.75492 -3.07048 2.57981 0.0 0.0 0.0
H -1.53377 -1.65451 4.96835 0.0 0.0 0.0
H -0.20635 -2.04742 7.00580 0.0 0.0 0.0
H -2.92777 -3.22044 -0.29363 0.0 0.0 0.0
H -3.51813 -5.48056 -1.08855 0.0 0.0 0.0
H -2.35350 -7.45741 -0.16923 0.0 0.0 0.0
H -0.62668 -7.18991 1.57598 0.0 0.0 0.0
H -0.03606 -4.93858 2.39815 0.0 0.0 0.0
H -3.21202 -3.40300 3.61866 0.0 0.0 0.0
H -5.40647 -2.83365 4.58875 0.0 0.0 0.0
H -6.42563 -0.62475 4.14880 0.0 0.0 0.0
H -5.24736 1.03003 2.74262 0.0 0.0 0.0
H -3.04738 0.47880 1.77166 -0.1 0.0 0.0
```
Forces are in eV/Å.

E_LUMO (spin up / spin down) = -6.602 / -6.606 eV
charge = +2
HOMO-LUMO gap (spin up / spin down) = 6.197 / 6.195 eV
energy above the lowest of the compared OMol25 structures with the same formula, charge and spin = 208.0 kJ/mol